{"formula": "C12H22GaN3O5P", "method": "ωB97M-V with the def2-TZVPD basis set", "species": ["H", "H", "H", "H", "O", "H", "Ga", "H", "H", "H", "C", "O", "H", "C", "C", "N", "C", "P", "H", "C", "H", "H", "O", "H", "O", "N", "C", "N", "C", "H", "H", "H", "C", "H", "C", "C", "H", "H", "H", "O", "H", "C", "C", "H"], "xyz": [[1.3603, 1.9154, 2.7823], [2.9917, 0.1801, 1.7571], [-2.0289, 1.1862, 2.6715], [1.2322, -0.4347, 4.2390], [-0.8426, 3.6361, -1.4722], [-2.4164, -1.7611, 1.7211], [-0.0262, 0.7453, -0.8281], [-0.8903, -2.2335, -4.0917], [1.7373, 2.8120, 1.2534], [0.8815, -3.0534, 1.3527], [-0.0654, 2.3139, -3.7473], [2.8914, 0.7310, -2.8034], [0.7254, -3.4134, 3.1333], [-2.4487, -1.1721, 0.7895], [1.0523, 2.0991, 1.7346], [-1.5105, 0.0220, 0.9163], [-0.4561, 2.5429, -1.6627], [0.0746, -0.4716, 1.2115], [-2.1667, -1.7906, -0.0689], [-0.0698, -0.9022, -5.5491], [-3.4599, -0.7806, 0.6419], [0.0476, 2.5386, 1.7021], [-0.0244, 3.3340, -4.2688], [0.9473, -2.1644, -4.1640], [-3.0363, 0.1660, -2.3154], [1.1296, 0.8413, 0.9687], [-1.9082, 0.1199, -2.1392], [0.3173, -1.3978, 2.5464], [1.8214, 0.5842, -2.4089], [-1.0421, -0.5057, -5.8825], [0.8432, -0.4647, -5.9773], [2.6246, -0.4686, 0.1392], [2.5594, 0.4134, 0.7764], [3.1068, 1.2329, 0.3063], [-2.1893, 1.1699, 1.5730], [-0.0003, -1.8400, -4.6076], [-1.8596, 2.1185, 1.1182], [2.1740, -2.5100, 2.5205], [-0.5052, -0.0709, 3.9927], [0.3534, -1.1577, -0.1612], [0.0068, -1.6540, 4.6368], [1.0764, -2.6733, 2.3777], [0.2615, -0.8542, 3.9244], [-3.2690, 1.0718, 1.3618]], "e_homo_ev": -18.117, "de_lowest_kcal_mol": 0.0, "orbital_gap_ev": 5.04, "charge": 3, "e_tot_ev": -89140.73078}